Record 1
C39H54N6O7P2Sn as an isolated structure, computed with wB97M-V/def2-TZVPD.

Results
largest force on an atom = 0.66 eV Å⁻¹
gap between HOMO and LUMO = 8.437 eV
relative energy (zero: lowest compared OMol25 entry of this formula, charge and spin) = 68.40 kcal/mol
HOMO = -8.729 eV

Geometry as ORCA input:
```
! RIJCOSX wB97M-V def2-TZVPD def2/J DEFGRID3
* xyz 0 1
Sn -0.5477 0.1098 -0.4193
O -5.5634 -3.4988 -1.1683
C -4.9081 -2.6325 -0.3002
C -3.6724 -3.1479 0.4798
C -2.5115 -2.1433 0.5799
N -2.4256 -1.1435 -0.4353
C -3.3996 -0.7404 -1.1317
C -4.7922 -1.2036 -0.8850
C -2.9916 0.2747 -2.2079
O -3.6981 0.3356 -3.1949
O -1.8622 0.8343 -1.9780
C -1.0647 -2.6508 0.7038
O -0.8050 -3.8362 0.6558
O -0.2280 -1.6640 0.8011
H -5.4344 -4.4078 -0.8785
H -3.3652 -4.1824 0.3377
H -5.4127 -1.0487 -1.7632
O -2.6049 3.6020 -0.2141
C -1.9751 2.7948 0.4253
O -0.9135 2.1502 -0.0036
C -2.3663 2.5262 1.8894
P -1.9458 0.8045 2.3121
C -1.9500 0.7411 4.1358
C -3.1331 0.7289 4.8720
C -3.0910 0.7601 6.2574
C -1.8703 0.8098 6.9170
C -0.6885 0.8130 6.1909
C -0.7284 0.7710 4.8044
C -3.4080 -0.1398 1.8556
C -3.1070 -1.6017 1.9421
C -4.2764 -2.5938 1.8030
C -5.5063 -2.0646 1.0279
C -5.3905 -0.6239 0.4755
C -4.4581 0.3162 1.1768
H -3.4172 2.7675 2.0385
H -1.7704 3.1773 2.5335
H -4.0861 0.6962 4.3569
H -4.0130 0.7485 6.8246
H -1.8415 0.8410 7.9984
H 0.2648 0.8455 6.7024
H 0.1901 0.7574 4.2323
H -2.4295 -1.8192 2.7691
H -4.4813 -3.2346 2.6555
H -6.4826 -2.3648 1.4001
H -6.3597 -0.1616 0.3065
H -4.6062 1.3773 1.0081
C 0.0786 -0.6602 -3.5702
N -0.1534 -1.5380 -2.3830
C 1.1103 -2.2641 -2.0981
N 1.5725 -3.0321 -3.2495
C 1.7521 -2.1300 -4.3897
N 0.5172 -1.4242 -4.7304
C -0.5154 -2.4153 -5.0407
N -0.7393 -3.3326 -3.9202
C -1.1662 -2.5577 -2.7660
C 0.5273 -3.9956 -3.6027
H 0.8450 0.0679 -3.3015
H -0.8433 -0.1350 -3.8099
H 0.9358 -2.9442 -1.2611
H 1.8476 -1.5314 -1.7977
H 2.0772 -2.7144 -5.2524
H 2.5212 -1.3976 -4.1510
H -0.2052 -2.9924 -5.9132
H -1.4480 -1.8959 -5.2680
H -1.3197 -3.2317 -1.9214
H -2.1039 -2.0606 -3.0106
H 0.8524 -4.5667 -4.4740
H 0.3727 -4.6775 -2.7645
C 1.6049 3.9028 0.0677
C 2.3125 2.8607 0.9480
C 1.3443 2.5070 2.0845
C 3.5767 3.4805 1.5515
P 2.6229 1.3229 -0.1138
N 1.3563 0.4560 -0.4409
C 3.8084 0.1622 0.8117
C 3.3187 0.0452 2.2625
C 3.6932 -1.2497 0.2271
C 5.2725 0.6148 0.8052
C 3.3935 1.9038 -1.7531
C 4.5084 2.9480 -1.6208
C 3.9911 0.6784 -2.4521
C 2.2588 2.4536 -2.6505
H 1.3793 4.7740 0.6892
H 0.6659 3.5192 -0.3266
H 2.2217 4.2460 -0.7566
H 0.9004 3.4342 2.4600
H 1.8416 2.0205 2.9175
H 0.5358 1.8742 1.7263
H 3.2888 4.3963 2.0757
H 4.3193 3.7522 0.8066
H 4.0466 2.8257 2.2835
H 2.2454 -0.1488 2.2980
H 3.5560 0.9246 2.8579
H 3.8226 -0.8076 2.7240
H 2.6592 -1.5844 0.2533
H 4.2905 -1.9221 0.8487
H 4.0628 -1.3275 -0.7931
H 5.3996 1.6315 1.1726
H 5.7255 0.5477 -0.1817
H 5.8418 -0.0454 1.4659
H 5.3061 2.6242 -0.9535
H 4.1380 3.9119 -1.2811
H 4.9504 3.1039 -2.6091
H 4.8762 0.2946 -1.9505
H 4.2884 0.9664 -3.4639
H 3.2621 -0.1214 -2.5294
H 2.2781 3.5406 -2.7027
H 1.2707 2.1556 -2.3022
H 2.3779 2.0779 -3.6691
*
```

***

Record 2
A 2-piece molecular cluster, C3H10N2O2 overall at a distorted geometry, computed with wB97M-V/def2-TZVPD.

Results
largest force on an atom = 3.60 eV Å⁻¹
gap between HOMO and LUMO = 10.701 eV
relative energy (zero: lowest compared OMol25 entry of this formula, charge and spin) = 22.00 kcal/mol
HOMO = -9.983 eV

Geometry as ORCA input:
```
! RIJCOSX wB97M-V def2-TZVPD def2/J DEFGRID3
* xyz 0 1
C 1.1646 0.3708 -1.2501
N 0.0205 0.7041 -0.3995
C -1.0303 -0.1515 -0.2908
N -1.3860 -1.0402 -1.3210
O -1.8505 -0.0557 0.6318
C 2.4441 0.2273 -0.3554
H 1.1721 1.1145 -2.0959
H 1.0325 -0.5178 -1.9083
H 0.3893 0.8575 0.5394
H -1.8187 -1.9139 -1.1146
H -0.6998 -1.1628 -2.0521
H 3.1863 -0.4658 -0.8102
H 2.2182 -0.2109 0.6189
H 2.9406 1.1991 -0.3136
H -0.6927 0.6636 2.8130
H -0.2779 -0.4201 1.9179
O 0.1476 0.1344 2.5758
*
```

***

Record 3
A 2-piece molecular cluster, C10H10N2 overall at a distorted geometry, computed with wB97M-V/def2-TZVPD.

Results
largest force on an atom = 5.67 eV Å⁻¹
gap between HOMO and LUMO = 9.382 eV
relative energy (zero: lowest compared OMol25 entry of this formula, charge and spin) = 92.10 kcal/mol
HOMO = -8.585 eV

Geometry as ORCA input:
```
! RIJCOSX wB97M-V def2-TZVPD def2/J DEFGRID3
* xyz 0 1
C -1.7786 0.5384 0.4289
C -2.2696 -0.7061 0.5054
C -1.5921 -1.5541 1.3324
C -0.5759 -1.1444 2.2815
C -0.3608 0.2736 2.1004
C 0.7734 -0.8564 -1.0760
C 2.0670 -0.5655 -1.2337
C 2.4579 0.7723 -1.3997
C 1.3977 1.7526 -1.3563
C -0.0040 1.3117 -1.4260
H -2.1384 1.3397 -0.2362
H -3.2235 -1.0831 0.0768
H -2.0281 -2.4826 1.4749
H -0.0031 -1.8542 2.8335
H 0.4045 0.5791 2.7470
H 0.6011 -1.9578 -0.7708
H 2.8478 -1.4062 -1.4023
H 3.5251 1.1719 -1.5731
H 1.8345 2.7673 -1.7591
H -0.8066 2.0334 -1.4611
N -0.8721 1.0532 1.2092
N -0.2561 0.0173 -1.2958
*
```

***

Record 4
C32H19ClN7S5SeTm as an isolated structure at a distorted geometry, computed with wB97M-V/def2-TZVPD.

Results
largest force on an atom = 1.70 eV Å⁻¹
gap between HOMO and LUMO (spin up / spin down) = 4.317 / 4.323 eV
relative energy (zero: lowest compared OMol25 entry of this formula, charge and spin) = 8.29 kcal/mol
<S²> = 2.002
HOMO (spin up / spin down) = -6.343 / -6.349 eV

Geometry as ORCA input:
```
! RIJCOSX wB97M-V def2-TZVPD def2/J DEFGRID3
* xyz 0 3
Tm 0.8067 1.3640 0.8999
S 6.1723 1.4161 6.0341
C 5.0040 1.2609 4.9045
S 5.3132 1.2634 3.1891
C 3.6521 1.0471 2.6543
C 2.7111 0.9723 3.6409
S 1.0001 0.8128 3.4828
S 3.3149 1.0640 5.2901
S 3.4355 0.9501 0.9434
Se -4.7957 1.3100 -4.8217
N -3.0282 1.2636 -4.8508
C -2.5851 1.2105 -3.6055
C -1.2017 1.1863 -3.2392
C -0.1830 1.2326 -4.1881
C 1.1306 1.2347 -3.7663
C 1.3898 1.1896 -2.3986
N 0.4451 1.1280 -1.4721
C -0.8555 1.1194 -1.8628
C -1.8783 1.0347 -0.8542
N -1.5009 0.8944 0.4436
C -2.4409 0.7962 1.3703
C -3.8055 0.8637 1.0993
C -4.2106 1.0288 -0.2072
C -3.2489 1.0928 -1.2146
C -3.6009 1.1917 -2.5990
N -4.8412 1.2391 -3.0560
H -0.4495 1.2712 -5.2317
H 1.9432 1.2796 -4.4721
H 2.4122 1.2043 -2.0301
H -2.0889 0.6649 2.3890
H -4.5208 0.8062 1.9023
H -5.2503 1.1029 -0.4811
Cl -4.5975 3.6025 3.3964
C -3.0423 3.7563 2.6470
C -2.9584 3.9815 1.2810
C -1.7218 4.0407 0.6733
C -0.5318 3.8607 1.4080
C 0.7763 3.7980 0.7651
C -0.6600 3.7001 2.8088
C -1.8926 3.6337 3.4168
H -3.8615 4.0995 0.7003
H -1.6652 4.2225 -0.3940
H 1.5717 4.2324 1.3866
H 0.7763 4.2683 -0.2256
H 0.2345 3.6232 3.4174
H -1.9703 3.4842 4.4827
N 3.1963 -8.5618 -3.5141
C 2.8517 -7.6600 -2.8980
C 2.4221 -6.5477 -2.1379
C 1.7283 -6.7409 -0.9451
C 1.3057 -5.6547 -0.2084
C 1.5650 -4.3575 -0.6445
C 2.2641 -4.1687 -1.8373
C 2.6887 -5.2521 -2.5774
N 1.1168 -3.2539 0.1004
C 0.4028 -3.2847 1.2735
C 0.1645 -1.9934 1.6227
N 0.7200 -1.1567 0.6898
C 1.2807 -1.9414 -0.2003
H 1.5213 -7.7422 -0.5998
H 0.7724 -5.8311 0.7112
H 2.4859 -3.1780 -2.1979
H 3.2279 -5.0981 -3.4999
H 0.1224 -4.1870 1.7759
H -0.3523 -1.6131 2.4874
H 1.8147 -1.5792 -1.0574
*
```

***

Record 5
C3H6BrP as an isolated structure at a distorted geometry, computed with wB97M-V/def2-TZVPD.

Results
largest force on an atom = 4.75 eV Å⁻¹
gap between HOMO and LUMO = 9.372 eV
relative energy (zero: lowest compared OMol25 entry of this formula, charge and spin) = 56.46 kcal/mol
HOMO = -9.141 eV

Geometry as ORCA input:
```
! RIJCOSX wB97M-V def2-TZVPD def2/J DEFGRID3
* xyz 0 1
C -0.4848 -0.3821 1.2198
C 0.7514 0.5089 -1.2944
C -0.4630 -0.2270 -0.8192
P 0.4759 0.6016 2.1528
Br -1.6802 -1.7624 1.6320
H 0.8635 1.5468 -0.6994
H 1.7459 -0.1305 -1.2006
H 0.5879 0.7466 -2.4679
H -0.5256 -1.2540 -1.0574
H -1.4611 0.3347 -0.9356
H 0.1901 0.0174 3.4699
*
```